{
  "formula": "C4H3NOS",
  "method": "ωB97M-V/def2-TZVPD",
  "elements": ["N", "C", "H", "C", "C", "C", "H", "O", "H", "S"],
  "xyz": [[-1.284878, -1.388507, 0.195321], [-0.089315, -1.344547, -0.206098], [2.068918, 0.473992, 1.177773], [1.558348, 0.773438, 0.125104], [0.443046, 0.018604, -0.380564], [-0.312234, 1.084461, -0.059251], [1.903369, 1.748474, -0.387507], [-2.906544, 0.498700, -0.347913], [0.486552, -2.073650, -0.726686], [-1.867266, 0.209036, 0.609817]],
  "forces_ev_per_a": [[-0.5, -0.6, 0.1], [0.2, 1.7, -1.3], [-1.1, 0.7, -2.7], [-0.3, 1.2, 1.4], [0.8, 0.8, 1.1], [0.4, -0.4, 0.1], [-0.5, -2.0, 1.0], [-0.9, 0.2, -0.4], [0.0, -1.5, 0.4], [1.9, 0.0, 0.2]],
  "mulliken_charge": [-0.436, -0.038, 0.228, -0.342, 0.340, -0.412, 0.283, -0.492, 0.351, 0.519],
  "e_homo_ev": -9.5,
  "total_charge": 0,
  "e_above_lowest_kj_mol": 486.0,
  "orbital_gap_ev": 8.71
}